C25H49BrN4O5PSi | ωB97M-V/def2-TZVPD

Geometry as ORCA input:
```
! RIJCOSX wB97M-V def2-TZVPD def2/J DEFGRID3
* xyz 1 1
C -3.558 -2.288 -0.622
C -3.271 -1.019 0.182
C -2.419 0.100 -0.469
Br -2.488 -0.021 -2.427
C -0.975 0.148 0.053
C -0.988 0.369 1.601
C -2.061 1.278 2.158
O -1.791 2.624 1.766
Si -3.070 3.701 1.635
C -4.325 3.464 3.004
C -3.933 3.555 -0.033
C -2.361 5.421 1.790
C -0.297 -1.221 -0.213
C 1.205 -1.068 -0.083
C 2.064 -2.347 -0.016
C 1.303 -3.674 0.115
C 0.870 -3.995 1.548
C 0.690 -5.504 1.771
N -0.496 -6.081 1.138
N 1.689 -0.094 -1.125
C 1.265 -0.416 -2.515
C 1.440 -1.859 -2.996
O 0.639 -1.986 -4.170
C 2.911 -2.213 -3.327
N 3.886 -1.229 -2.811
C 1.302 1.296 -0.671
C 2.095 1.676 0.589
C 3.319 1.073 0.908
C 3.971 1.467 2.064
C 3.368 2.449 2.853
N 2.224 3.050 2.553
C 1.603 2.678 1.441
P 1.782 2.642 -1.860
O 1.662 3.948 -1.238
O 3.283 2.208 -2.248
O 0.898 2.543 -3.196
C -0.230 1.365 -0.549
H -4.337 -2.144 -1.359
H -2.675 -2.717 -1.085
H -3.933 -3.039 0.072
H -4.235 -0.568 0.402
H -2.819 -1.325 1.120
H -2.910 1.042 -0.274
H -0.993 -0.566 2.158
H -0.050 0.860 1.855
H -3.071 0.985 1.874
H -2.028 1.213 3.247
H -3.901 3.738 3.965
H -4.720 2.451 3.032
H -5.158 4.132 2.791
H -3.319 3.061 -0.782
H -4.140 4.559 -0.396
H -4.888 3.042 0.054
H -2.271 5.746 2.821
H -1.414 5.508 1.263
H -3.054 6.097 1.291
H -0.619 -1.877 0.586
H -0.622 -1.684 -1.139
H 1.335 -0.614 0.894
H 2.718 -2.419 -0.883
H 2.736 -2.283 0.836
H 2.004 -4.458 -0.172
H 0.468 -3.743 -0.576
H -0.089 -3.540 1.797
H 1.626 -3.636 2.246
H 1.553 -6.024 1.359
H 0.651 -5.710 2.836
H -1.309 -5.509 1.334
H -0.396 -6.083 0.131
H 2.709 -0.169 -1.187
H 0.241 -0.116 -2.702
H 1.908 0.165 -3.168
H 1.020 -2.603 -2.335
H 0.768 -1.222 -4.740
H 3.004 -2.299 -4.402
H 3.144 -3.194 -2.916
H 4.336 -1.585 -1.978
H 4.634 -1.077 -3.470
H 3.780 0.323 0.281
H 4.915 1.035 2.348
H 3.852 2.754 3.769
H 0.691 3.210 1.232
H 3.479 2.394 -3.173
H 1.344 2.093 -3.920
H -0.624 1.525 -1.552
H -0.548 2.232 0.015
*
```

- SMILES string: CC[C@H](Br)[C@@]1(CCO[Si](C)(C)C)C[C@@H](CCCCN)[N@@H+](C[C@@H](O)CN)[C@@](c2cccnc2)(P(=O)(O)O)C1
- Frontier orbital gap: 0.326 hartree
- E_tot: -4782.009720 Eh

C25H49ClFGeO5PPbS2Te | ωB97M-V/def2-TZVPD

Geometry as ORCA input:
```
! RIJCOSX wB97M-V def2-TZVPD def2/J DEFGRID3
* xyz 0 1
Pb 1.075 -0.355 -0.270
C 1.163 3.643 1.909
C 2.168 2.531 1.634
C 3.294 2.560 2.661
C 2.721 2.669 0.221
O 1.558 1.224 1.701
Ge 0.383 0.599 2.996
O 0.868 -1.041 2.408
C 0.864 -2.316 3.080
C -0.079 -3.248 2.338
C 0.461 -2.165 4.542
C 2.298 -2.829 2.987
O -1.263 1.718 1.242
C -2.193 2.210 0.792
C -4.731 3.372 -0.564
C -4.560 4.574 0.286
C -4.424 0.827 0.376
H 1.661 4.612 1.845
H 0.353 3.623 1.183
H 0.734 3.555 2.911
H 3.820 3.515 2.637
H 2.895 2.419 3.669
H 4.009 1.761 2.457
H 3.160 3.656 0.069
H 3.494 1.921 0.032
H 1.922 2.549 -0.517
H -1.098 -2.873 2.372
H 0.229 -3.344 1.293
H -0.057 -4.241 2.791
H -0.548 -1.766 4.635
H 0.487 -3.137 5.036
H 1.157 -1.504 5.067
H 2.556 -3.025 1.945
H 2.993 -2.084 3.380
H 2.416 -3.753 3.555
H -5.635 3.288 -1.181
H -3.005 2.643 -1.974
H -4.668 1.583 -1.926
H -4.469 5.468 -0.343
H -5.432 4.743 0.933
H -3.677 4.523 0.920
H -4.285 -0.241 0.384
H -3.184 0.241 2.621
H -5.214 1.405 0.835
C -6.429 -0.535 4.459
C -6.371 -1.206 3.104
O -5.441 -2.305 3.126
P -4.108 -2.126 2.197
S -2.853 -0.828 3.378
S -0.976 -2.435 -1.175
O -3.363 -3.501 2.628
C -3.377 -4.577 1.668
C -4.757 -5.173 1.496
H -7.163 0.272 4.443
H -5.457 -0.122 4.726
H -6.720 -1.255 5.224
H -6.092 -0.489 2.323
H -7.342 -1.622 2.833
H -2.681 -5.315 2.065
H -2.981 -4.212 0.716
H -5.153 -5.510 2.454
H -4.707 -6.024 0.815
H -5.451 -4.444 1.075
F 2.022 -0.215 -2.229
Cl -3.736 1.658 -0.977
C -2.916 0.165 -1.683
C -3.775 -0.796 -2.215
C -3.338 -1.928 -2.852
C -1.924 -2.167 -2.886
C -1.000 -1.093 -2.495
C -1.555 0.239 -2.095
C -0.731 1.314 -2.281
H -4.849 -0.606 -2.167
H -4.011 -2.626 -3.327
H -1.540 -2.902 -3.579
H -0.042 -1.042 -3.004
H -1.046 2.333 -2.105
H 0.272 1.159 -2.657
C 3.427 -3.002 -1.795
Te 4.130 -1.319 -0.702
C 5.176 -2.474 0.765
H 4.276 -3.623 -2.068
H 2.942 -2.602 -2.681
H 2.716 -3.570 -1.201
H 4.616 -3.378 0.990
H 5.267 -1.876 1.669
H 6.165 -2.733 0.397
*
```

- Energy above the lowest of the compared OMol25 structures with the same formula, charge and spin: 1758.68 kJ/mol
- Frontier orbital gap (alpha / beta): 0.204 / 0.212 hartree
- E_tot: -5593.185051 Eh

C25H49HgO15S6 | ωB97M-V/def2-TZVPD

Geometry as ORCA input:
```
! RIJCOSX wB97M-V def2-TZVPD def2/J DEFGRID3
* xyz 1 1
Hg -2.068 -9.873 5.527
O 0.678 -14.164 1.318
C -0.070 -13.379 2.083
O -1.195 -12.961 1.909
O 0.396 -13.004 3.150
H 0.078 -14.509 0.653
C 1.332 -16.292 10.887
C 0.810 -15.414 12.007
C -0.667 -15.087 11.758
S -1.019 -15.359 10.008
O -1.288 -14.170 9.219
O -1.907 -16.513 9.940
C 0.717 -15.888 9.560
H 1.022 -17.324 11.051
H 2.420 -16.345 10.834
H 1.234 -14.410 12.018
H 0.893 -15.857 13.000
H -0.887 -14.038 11.960
H -1.431 -15.605 12.337
H 1.164 -14.977 9.162
H 0.775 -16.621 8.756
C 6.110 -16.301 -3.796
C 5.742 -16.609 -5.274
C 4.204 -16.583 -5.319
S 3.472 -17.308 -3.783
O 3.550 -18.801 -3.915
O 2.189 -16.672 -3.383
C 4.980 -16.632 -2.839
H 6.210 -15.216 -3.765
H 7.114 -16.609 -3.504
H 6.138 -17.577 -5.579
H 6.102 -15.848 -5.967
H 3.677 -17.011 -6.172
H 3.798 -15.572 -5.325
H 5.271 -17.271 -2.005
H 4.579 -15.758 -2.327
C -0.664 -21.205 3.192
C -0.928 -21.614 1.709
C 0.030 -22.791 1.442
S 0.007 -23.849 3.005
O 1.425 -24.067 3.397
O -0.940 -24.969 2.898
C -0.717 -22.522 4.052
H -1.436 -20.517 3.536
H 0.292 -20.684 3.146
H -0.713 -20.685 1.180
H -1.998 -21.707 1.522
H 1.040 -22.385 1.378
H -0.176 -23.421 0.577
H -0.293 -22.489 5.056
H -1.796 -22.666 4.108
C -3.914 -13.208 -5.679
C -3.598 -12.498 -4.320
C -4.291 -11.180 -4.219
S -5.899 -11.441 -5.168
O -5.911 -10.617 -6.369
O -7.078 -11.511 -4.289
C -5.443 -13.111 -5.720
H -3.634 -14.260 -5.721
H -3.388 -12.657 -6.459
H -2.513 -12.454 -4.230
H -3.827 -13.132 -3.464
H -3.750 -10.386 -4.733
H -4.471 -10.814 -3.208
H -5.981 -13.219 -6.662
H -5.909 -13.760 -4.979
C 2.783 -8.187 -1.031
C 4.228 -8.316 -0.435
C 4.120 -8.582 1.103
S 2.834 -7.357 1.662
O 3.500 -6.075 1.769
O 2.100 -7.944 2.798
C 1.920 -7.458 0.048
H 2.408 -9.208 -1.108
H 2.802 -7.861 -2.071
H 4.667 -7.328 -0.573
H 4.880 -9.022 -0.948
H 5.019 -8.484 1.711
H 3.751 -9.601 1.221
H 1.493 -6.463 -0.070
H 1.052 -8.091 0.232
C -8.267 -16.175 3.719
C -7.483 -15.757 2.463
C -7.685 -14.229 2.336
S -7.670 -13.452 3.979
O -8.871 -12.607 4.217
O -6.329 -12.920 4.256
C -7.848 -15.165 4.817
H -8.066 -17.203 4.019
H -9.330 -16.108 3.489
H -7.898 -16.295 1.611
H -6.419 -15.984 2.518
H -8.739 -13.991 2.189
H -7.012 -13.648 1.706
H -8.394 -15.090 5.758
H -6.848 -15.399 5.183
*
```

- Energy above the lowest of the compared OMol25 structures with the same formula, charge and spin: 844.58 kJ/mol
- Frontier orbital gap: 0.052 hartree
- E_tot: -4652.461819 Eh

C25H49Li3O9 | ωB97M-V/def2-TZVPD

Geometry as ORCA input:
```
! RIJCOSX wB97M-V def2-TZVPD def2/J DEFGRID3
* xyz 2 1
Li -1.175 3.804 2.159
Li 0.275 3.948 -0.900
Li -2.870 4.274 -0.281
O -1.293 0.393 0.037
C -1.260 1.700 -0.219
O -0.522 2.080 -1.166
O -1.905 2.522 0.543
H -0.777 0.178 -0.797
C -0.379 -3.018 -3.711
C -0.337 -1.698 -4.469
C -0.484 -0.650 -3.352
O -0.083 -1.329 -2.163
C -0.644 -2.638 -2.255
H 0.608 -3.487 -3.724
H -1.040 -3.777 -4.128
H -1.166 -1.563 -5.162
H 0.627 -1.577 -4.958
H -1.524 -0.329 -3.192
H 0.077 0.272 -3.509
H -1.684 -2.605 -1.910
H -0.175 -3.295 -1.518
C -1.709 -3.417 1.338
C -2.517 -4.074 2.399
C -1.724 -3.791 3.689
O -0.823 -2.717 3.341
C -1.129 -2.206 2.043
H -2.271 -3.249 0.414
H -0.900 -4.095 1.038
H -2.736 -5.130 2.258
H -3.472 -3.541 2.500
H -1.142 -4.666 3.975
H -2.365 -3.456 4.502
H -0.186 -1.904 1.580
H -1.795 -1.338 2.105
C 1.479 0.566 3.799
C 2.257 1.890 3.925
C 1.575 2.795 2.890
O 0.204 2.372 2.919
C 0.176 0.918 3.094
H 1.290 0.075 4.752
H 2.001 -0.184 3.207
H 3.295 1.668 3.676
H 2.227 2.295 4.932
H 2.058 2.773 1.907
H 1.582 3.835 3.234
H 0.084 0.494 2.095
H -0.707 0.696 3.689
C 2.358 -0.167 -0.187
C 3.608 -0.117 0.712
C 4.784 -0.223 -0.278
O 4.262 0.258 -1.508
C 2.910 -0.160 -1.604
H 1.678 0.682 -0.083
H 1.761 -1.068 -0.045
H 3.616 -0.880 1.485
H 3.701 0.889 1.130
H 5.149 -1.245 -0.430
H 5.646 0.376 0.009
H 2.890 -1.167 -2.034
H 2.355 0.475 -2.294
C 3.989 3.827 -0.786
C 4.078 5.332 -1.072
C 2.668 5.718 -1.559
O 1.927 4.498 -1.740
C 2.856 3.386 -1.702
H 3.600 3.689 0.231
H 4.871 3.207 -0.905
H 4.779 5.430 -1.904
H 4.466 5.947 -0.265
H 2.843 6.257 -2.491
H 2.180 6.434 -0.896
H 3.249 3.038 -2.660
H 2.261 2.570 -1.281
C -5.751 -1.152 -0.622
C -5.914 -2.590 -0.092
C -4.909 -3.400 -0.950
O -3.980 -2.406 -1.416
C -4.278 -1.113 -0.953
H -6.052 -0.504 0.205
H -6.363 -0.962 -1.501
H -6.946 -2.912 -0.223
H -5.661 -2.646 0.967
H -5.497 -3.840 -1.750
H -4.348 -4.077 -0.311
H -4.146 -0.351 -1.731
H -3.660 -0.841 -0.088
*
```

- Energy above the lowest of the compared OMol25 structures with the same formula, charge and spin: 0.00 kJ/mol
- Frontier orbital gap: 0.174 hartree
- E_tot: -1681.246288 Eh

C25H49NO11P | ωB97M-V/def2-TZVPD

Geometry as ORCA input:
```
! RIJCOSX wB97M-V def2-TZVPD def2/J DEFGRID3
* xyz 1 1
C 7.471 3.029 2.405
C 8.149 3.546 1.070
P 8.107 2.184 -0.264
C 7.486 3.085 -1.790
O 6.950 1.047 0.346
C 5.788 0.988 -0.396
O 5.722 0.276 -1.364
C 4.479 1.765 -0.033
C 3.473 1.133 0.836
C 2.253 1.902 1.131
O 1.312 1.295 1.934
N 2.046 3.186 0.618
O 0.897 3.824 0.966
C 2.953 3.819 -0.215
C 2.730 5.238 -0.822
C 2.917 6.398 0.261
C 4.387 6.479 0.834
C 4.478 6.564 2.410
O 3.453 5.836 3.102
C 4.189 3.107 -0.562
H 7.764 3.693 3.258
H 7.828 1.979 2.599
H 6.344 3.054 2.339
H 9.189 3.903 1.280
H 7.577 4.454 0.697
H 8.408 3.362 -2.383
H 7.020 4.073 -1.494
H 6.846 2.476 -2.477
H 3.615 0.099 1.246
H 1.669 1.288 2.845
H 0.754 3.754 1.933
H 1.662 5.269 -1.182
H 3.437 5.341 -1.684
H 2.715 7.378 -0.256
H 2.122 6.242 1.034
H 5.024 5.612 0.499
H 4.878 7.406 0.418
H 5.482 6.177 2.759
H 4.441 7.644 2.741
H 3.682 4.888 3.123
H 4.922 3.593 -1.246
C -1.642 3.043 -1.669
O -1.955 1.817 -1.044
C -1.890 1.891 0.373
C -2.926 0.977 1.010
O -4.256 1.478 0.937
C -4.887 1.441 -0.343
C -5.213 0.041 -0.834
O -4.044 -0.601 -1.327
C -4.115 -2.010 -1.236
H -0.593 3.311 -1.494
H -1.807 2.932 -2.741
H -2.298 3.843 -1.306
H -2.052 2.918 0.721
H -0.886 1.566 0.673
H -2.701 0.914 2.079
H -2.866 -0.041 0.621
H -4.313 2.006 -1.080
H -5.831 1.977 -0.211
H -5.934 0.099 -1.657
H -5.652 -0.535 -0.011
H -4.314 -2.319 -0.204
H -3.147 -2.418 -1.534
H -4.890 -2.399 -1.904
C -3.282 -5.635 0.733
O -4.487 -6.278 0.380
C -5.159 -5.633 -0.694
C -5.892 -6.645 -1.559
O -5.035 -7.404 -2.408
C -4.228 -8.398 -1.782
C -5.010 -9.583 -1.240
O -5.645 -9.245 -0.014
C -6.806 -10.015 0.230
H -3.481 -4.639 1.143
H -2.783 -6.240 1.490
H -2.615 -5.558 -0.134
H -4.454 -5.070 -1.316
H -5.884 -4.935 -0.255
H -6.549 -6.090 -2.236
H -6.537 -7.296 -0.968
H -3.581 -7.957 -1.021
H -3.566 -8.768 -2.571
H -4.325 -10.416 -1.042
H -5.750 -9.896 -1.986
H -7.510 -9.922 -0.604
H -7.286 -9.625 1.129
H -6.544 -11.066 0.389
*
```

- Frontier orbital gap: 0.211 hartree
- E_tot: -2205.219512 Eh

C25H4F15GeNO4SV | ωB97M-V/def2-TZVPD

Geometry as ORCA input:
```
! RIJCOSX wB97M-V def2-TZVPD def2/J DEFGRID3
* xyz 0 4
V -0.846 2.386 -0.070
O 3.131 4.285 1.517
C 1.934 3.785 1.259
O 1.695 2.545 1.208
C 0.834 4.766 1.214
C 1.023 6.107 1.358
C -0.124 6.884 1.479
C -1.401 6.301 1.626
C -1.487 4.903 1.435
N -0.384 4.274 0.999
C -2.785 4.068 1.252
O -3.875 4.473 1.614
O -2.694 2.889 0.633
H 3.756 3.526 1.668
H 2.005 6.544 1.362
H -0.021 7.963 1.493
H -2.242 6.911 1.956
F -1.448 -1.627 -3.781
C -0.267 -2.247 -3.815
C 0.484 -2.510 -2.657
C 1.605 -3.331 -2.805
F 2.393 -3.716 -1.762
C 2.019 -3.767 -4.043
F 3.093 -4.590 -4.226
C 1.261 -3.429 -5.182
F 1.648 -3.911 -6.365
C 0.160 -2.610 -5.112
F -0.519 -2.291 -6.201
Ge 0.027 -1.542 -0.955
S 0.317 0.803 -1.165
C -1.722 -1.967 -0.041
C -2.129 -1.179 1.033
F -1.348 -0.224 1.618
C -3.400 -1.311 1.558
F -3.849 -0.418 2.440
C -4.264 -2.276 1.007
F -5.546 -2.221 1.448
C -3.817 -3.203 0.079
F -4.676 -4.180 -0.336
C -2.537 -3.018 -0.450
F -2.116 -3.866 -1.385
C 1.274 -1.942 0.533
C 2.516 -1.279 0.473
F 2.903 -0.467 -0.544
C 3.410 -1.419 1.559
F 4.599 -0.835 1.637
C 3.007 -2.224 2.655
F 3.777 -2.172 3.725
C 1.858 -3.007 2.614
F 1.611 -3.836 3.640
C 1.027 -2.899 1.483
F 0.129 -3.900 1.317
*
```

- Frontier orbital gap (alpha / beta): 0.253 / 0.283 hartree
- E_tot: -6227.848428 Eh

Which value of E_tot does entry 5 give?
-2205.219512 Eh